[1]
78
Properties=species:S:1:pos:R:3 method="wB97M-V/def2-TZVPD" homo_energy_ha=-0.4268 charge=+1 de_lowest_kcal_mol=15.2
Ta -0.48 0.38 -0.90
O -1.87 1.59 -0.84
C -3.18 1.88 -0.70
C -3.62 3.18 -0.87
C -4.97 3.44 -0.71
C -5.85 2.41 -0.39
C -5.39 1.12 -0.22
C -4.04 0.83 -0.38
C -3.49 -0.52 -0.24
N -2.21 -0.89 -0.22
C -2.18 -2.26 -0.04
C -3.45 -2.72 0.04
N -4.26 -1.61 -0.08
H -2.90 3.95 -1.12
H -5.34 4.45 -0.84
H -6.91 2.63 -0.27
H -6.10 0.35 0.04
H -1.26 -2.79 0.06
H -3.84 -3.71 0.18
H -5.27 -1.62 -0.10
C 5.00 0.82 5.31
C 3.89 1.04 4.32
C 3.26 2.28 4.23
C 2.25 2.50 3.30
C 1.89 1.46 2.46
C 2.51 0.21 2.52
C 3.50 0.01 3.46
S 0.64 1.71 1.29
O 0.04 2.99 1.48
O 1.18 1.46 -0.11
N -0.34 0.46 1.23
C -0.84 -0.16 2.42
C -1.32 0.62 3.46
C -1.71 -0.03 4.62
C -1.64 -1.41 4.68
C -1.17 -2.09 3.56
N -0.76 -1.48 2.45
H 4.84 1.40 6.21
H 5.95 1.14 4.88
H 5.09 -0.23 5.58
H 3.56 3.08 4.89
H 1.76 3.46 3.23
H 2.20 -0.59 1.86
H 3.98 -0.95 3.53
H -1.39 1.70 3.37
H -2.08 0.55 5.46
H -1.94 -1.95 5.56
H -1.11 -3.17 3.56
O -1.03 -0.99 -2.46
N -0.23 -1.96 -2.71
N 0.62 -2.13 -1.80
O 0.59 -1.36 -0.71
C 1.71 -3.05 -1.96
C 2.92 -2.73 -1.37
C 3.99 -3.59 -1.55
C 3.83 -4.74 -2.32
C 2.61 -5.04 -2.90
C 1.53 -4.19 -2.73
H 3.02 -1.82 -0.79
H 4.94 -3.36 -1.11
H 4.67 -5.41 -2.46
H 2.50 -5.93 -3.50
H 0.57 -4.40 -3.18
F -2.22 -0.01 -5.54
C -0.94 0.31 -5.65
F -0.20 -0.71 -5.21
F -0.64 0.54 -6.92
S -0.62 1.83 -4.65
O -1.21 1.58 -3.35
O -1.12 2.91 -5.43
N 0.97 1.86 -4.59
S 1.77 1.56 -3.29
O 3.13 1.24 -3.49
O 1.04 0.58 -2.43
C 1.79 3.22 -2.42
F 2.71 3.22 -1.47
F 2.10 4.13 -3.32
F 0.59 3.50 -1.91

---

[2]
7
Properties=species:S:1:pos:R:3 method="wB97M-V/def2-TZVPD" smiles=BCF homo_energy_ha=-0.4159 charge=0 de_lowest_kcal_mol=14.5
B 0.44 -0.67 -0.04
C -0.77 0.30 -0.01
F -2.05 -0.16 0.24
H 0.36 -1.88 -0.01
H 1.32 -0.15 -0.31
H -0.85 0.88 -0.93
H -0.85 1.00 0.93

---

[3]
19
Properties=species:S:1:pos:R:3 method="wB97M-V/def2-TZVPD" homo_energy_ha="0.0343 / -0.2285" charge=-1 de_lowest_kcal_mol=3.5 spin_multiplicity=2
C -1.23 1.61 -0.64
N 0.18 1.21 -0.79
H -1.40 2.35 0.15
H -1.61 2.04 -1.57
H -1.87 0.76 -0.43
H 0.54 0.98 0.14
H 0.72 2.02 -1.09
H -0.41 -4.60 -2.21
H -1.04 -3.28 -1.91
O -0.66 -3.78 -2.65
H -0.25 -0.82 -0.74
H 0.72 -2.02 -0.99
O 0.07 -1.66 -0.38
H 2.81 1.75 2.07
H 1.77 2.79 2.41
O 2.20 2.37 1.64
H 0.27 -0.51 2.97
H -0.51 -1.01 1.74
O -0.31 -0.21 2.26

---

[4]
41
Properties=species:S:1:pos:R:3 method="wB97M-V/def2-TZVPD" homo_energy_ha=-0.3096 charge=0 de_lowest_kcal_mol=363.9
C -4.90 0.36 1.47
C -3.90 -0.87 1.59
C -4.13 -1.87 0.53
C -3.80 -1.62 -0.88
H -4.06 -2.57 -1.71
H -4.38 -0.75 -1.14
S -2.14 -1.45 -0.81
C -2.04 0.42 -1.22
N -3.07 1.25 -1.28
N -2.44 2.41 -1.27
C -1.26 2.53 -1.21
O -0.93 1.12 -1.22
C -0.17 3.22 -1.36
H -0.65 4.45 -1.37
H 0.58 3.18 -2.12
S 0.59 3.44 0.51
C 1.76 1.96 0.20
N 2.28 1.46 1.24
N 3.13 0.67 0.49
C 3.79 -0.33 1.22
C 4.38 -1.24 0.14
C 4.08 -1.02 -1.00
N 3.41 -0.08 -1.61
C 2.77 0.69 -0.66
N 2.00 1.81 -1.32
C 4.94 -2.03 -2.12
H 4.55 -3.26 -1.91
H 5.97 -1.84 -2.04
H 4.49 -1.83 -3.02
H 5.11 -2.05 0.67
C 3.97 -0.26 2.54
H 2.96 -0.55 2.92
H 4.36 0.64 2.94
H 4.62 -1.28 2.89
H -3.78 -2.93 0.86
H -5.31 -2.01 0.56
H -4.23 -1.28 2.41
H -3.01 -0.54 1.84
H -4.84 1.10 2.22
H -4.81 1.00 0.56
H -5.92 -0.02 1.51

---

[5]
13
Properties=species:S:1:pos:R:3 method="wB97M-V/def2-TZVPD" homo_energy_ha=-0.3470 charge=0 de_lowest_kcal_mol=39.3
C -0.54 0.00 1.50
C 0.35 1.03 0.86
N 0.63 1.22 -0.37
C 0.06 0.33 -1.35
C 0.44 -1.14 -1.20
O 1.25 -1.57 -0.42
H 0.08 -0.68 2.09
H -1.25 0.48 2.18
H -1.10 -0.61 0.78
H 0.81 1.73 1.56
H 0.40 0.63 -2.35
H -1.04 0.39 -1.38
H -0.10 -1.81 -1.90

---

[6]
35
Properties=species:S:1:pos:R:3 method="wB97M-V/def2-TZVPD" homo_energy_ha=-0.5643 charge=+2
C -1.50 -3.28 1.59
C -2.47 -2.63 0.41
C -3.16 -1.27 1.02
C -2.30 0.03 0.50
N -0.80 -0.11 0.77
Si 0.05 0.37 -0.75
B 1.81 -0.40 -0.97
O 2.18 -0.88 -2.34
C 2.94 -0.62 0.20
C 3.35 0.74 1.03
N -0.03 2.16 -0.89
C 0.14 2.65 -2.31
O -0.99 3.05 -2.96
F 1.43 2.72 -3.06
C 0.87 2.88 0.09
O 0.74 2.81 1.45
F 1.97 3.80 -0.37
H -1.28 -2.51 2.46
H -2.06 -4.19 2.07
H -0.47 -3.62 1.14
H -1.80 -2.41 -0.54
H -3.34 -3.38 0.11
H -4.25 -1.22 0.59
H -3.26 -1.31 2.20
H -2.56 0.17 -0.64
H -2.69 0.97 1.09
H -0.62 0.58 1.55
H -0.78 -0.17 -1.86
H 1.56 -0.49 -3.03
H 2.66 -1.48 0.97
H 3.94 -0.99 -0.32
H 3.39 1.63 0.24
H 2.54 0.97 1.86
H 4.41 0.62 1.57
Pb 0.43 4.80 -2.89

---

[7]
7
Properties=species:S:1:pos:R:3 method="wB97M-V/def2-TZVPD" homo_energy_ha=-0.3809 charge=0 de_lowest_kcal_mol=7.9
C -0.65 0.75 0.12
C 0.48 -0.20 -0.16
O -0.64 1.72 0.78
Br -2.39 -0.25 -0.42
Br 2.13 0.79 -0.21
Br 0.66 -1.38 1.55
Br 0.42 -1.42 -1.66

---

[8]
101
Properties=species:S:1:pos:R:3 method="wB97M-V/def2-TZVPD" homo_energy_ha="-0.0823 / -0.0855" charge=-2 de_lowest_kcal_mol=36.6 spin_multiplicity=5
Rh 0.04 -0.37 0.16
O -0.34 -0.21 -6.11
C -0.10 -0.23 -4.78
C 0.26 -1.40 -4.13
C 0.38 -1.37 -2.77
N 0.23 -0.25 -2.08
C -0.02 0.89 -2.69
C -0.22 0.95 -4.06
C -0.07 2.03 -1.72
O -0.31 3.16 -2.13
O 0.19 1.69 -0.50
C 0.72 -2.56 -1.90
O 0.44 -3.71 -2.36
O 1.25 -2.28 -0.80
H -0.47 -1.13 -6.39
H 0.41 -2.33 -4.67
H -0.47 1.89 -4.54
Se -1.45 -6.33 -1.94
Sb -2.02 -4.04 -2.67
Se -4.51 -4.08 -2.11
Se -1.99 -3.76 -5.11
Se -2.25 -2.12 -1.07
Br -4.17 -6.22 5.23
C -2.98 -5.20 4.14
C -3.33 -3.90 3.81
C -2.44 -3.15 3.05
C -1.22 -3.68 2.66
C -0.90 -4.99 2.99
C -1.79 -5.77 3.72
C -0.18 -2.81 1.99
O 0.99 -3.15 2.04
O -0.69 -1.74 1.45
H -4.27 -3.48 4.14
H -2.69 -2.14 2.76
H 0.05 -5.38 2.67
H -1.55 -6.79 3.98
C 5.40 -0.56 1.88
C 3.95 -0.55 1.34
C 3.05 -1.05 2.47
C 3.68 0.84 0.75
C 4.54 1.20 -0.29
C 4.60 2.48 -0.79
C 3.77 3.46 -0.24
C 2.83 3.13 0.72
C 1.96 4.26 1.27
C 1.28 5.10 0.20
C 2.82 5.18 2.16
C 2.75 1.80 1.18
N 1.70 1.46 2.10
B 0.47 0.73 1.86
N -0.34 1.01 3.02
C 0.40 1.83 3.88
C 1.60 2.09 3.34
C -1.69 0.67 3.37
C -2.72 1.24 2.60
C -4.04 0.95 2.94
C -4.34 0.15 4.03
C -3.31 -0.36 4.80
C -1.97 -0.13 4.48
C -0.97 -0.78 5.45
C 0.41 -1.17 4.90
C -0.81 0.07 6.72
C -2.46 2.18 1.44
C -3.16 3.53 1.64
C -2.90 1.54 0.12
H 5.66 -1.57 2.20
H 5.47 0.10 2.75
H 6.13 -0.24 1.14
H 3.88 -1.27 0.52
H 3.05 -0.36 3.32
H 3.42 -2.02 2.81
H 2.04 -1.22 2.12
H 5.20 0.44 -0.71
H 5.29 2.74 -1.58
H 3.85 4.48 -0.59
H 1.18 3.84 1.89
H 2.00 5.68 -0.39
H 0.59 5.81 0.67
H 0.71 4.48 -0.49
H 3.60 5.66 1.56
H 3.32 4.62 2.95
H 2.20 5.96 2.61
H -0.02 2.19 4.81
H 2.41 2.67 3.75
H -4.85 1.36 2.34
H -5.37 -0.07 4.28
H -3.54 -0.98 5.66
H -1.45 -1.71 5.75
H 1.08 -0.31 4.84
H 0.34 -1.61 3.91
H 0.86 -1.91 5.57
H -0.16 0.92 6.54
H -0.36 -0.53 7.52
H -1.78 0.44 7.07
H -1.39 2.37 1.36
H -4.25 3.42 1.57
H -2.84 4.22 0.86
H -2.92 3.96 2.61
H -3.96 1.27 0.13
H -2.34 0.62 -0.06
H -2.71 2.21 -0.72